Density functional theory data (ωB97M-V/def2-TZVPD) for one molecule with the formula C5H8N2O2 in a non-equilibrium geometry.

CARTESIAN COORDINATES (ANGSTROEM)
C 1.328 -1.881 0.251
C 0.124 -0.939 -0.474
N -0.707 -0.106 0.174
O -0.429 -0.211 1.622
C -1.082 0.680 2.245
O -1.450 1.846 1.963
C 0.217 -0.572 -1.743
C 1.379 0.514 -1.765
N 0.094 0.816 -2.583
H 1.729 -1.210 1.227
H 1.880 -2.101 -0.527
H 0.820 -2.894 0.413
H -1.028 0.269 3.255
H 0.677 -1.359 -2.381
H 1.459 1.027 -0.705
H 2.359 0.187 -2.330
H -0.380 1.230 -1.844

Force components x, y, z for each atom (eV/Å):
C -5.942 2.581 4.030
C -1.692 1.277 8.859
N 2.476 -2.504 -0.215
O 0.168 -1.933 -3.929
C -1.048 5.530 2.659
O 0.803 -4.180 0.177
C 4.987 1.244 -8.665
C -0.254 -0.333 -0.251
N 2.757 -3.945 2.425
H -0.946 -2.451 -2.987
H 3.923 -0.451 -3.547
H 0.623 1.555 0.884
H -0.788 0.607 0.874
H -1.076 0.446 -0.103
H 0.109 -0.803 -2.567
H -2.206 1.129 1.099
H -1.895 2.233 1.257

## Properties
- Charge: 0
- Energy: -455.05983 hartree
- LUMO: 0.53 eV
- HOMO level: -9.60 eV
- ΔE to the lowest compared entry with this formula, charge and spin: 784.1 kJ/mol
- F_max: 10.07 eV Å⁻¹

***

Density functional theory data (ωB97M-V/def2-TZVPD) for one molecule with the formula C2H2F2Si in a non-equilibrium geometry.

CARTESIAN COORDINATES (ANGSTROEM)
C 0.744 0.410 0.580
C -0.374 1.031 0.159
F 0.282 -1.389 -1.814
F -1.261 -1.935 -0.003
Si -0.264 -0.789 -0.405
H 1.714 0.631 0.997
H -0.839 2.040 0.486

Force components x, y, z for each atom (eV/Å):
C 1.095 -1.578 1.427
C -1.573 2.769 -0.756
F -0.181 0.834 1.238
F -0.440 0.184 0.363
Si 0.862 0.481 -0.898
H 0.422 -0.306 -0.756
H -0.185 -2.383 -0.618

## Properties
- Charge: 0
- Energy: -566.52270 hartree
- LUMO (spin up / spin down): 0.35 / -2.95 eV
- HOMO level (spin up / spin down): -5.66 / -10.92 eV
- ΔE to the lowest compared entry with this formula, charge and spin: 0.0 kJ/mol
- 2S+1: 3
- F_max: 3.27 eV Å⁻¹